Record 1
# C4H6O3Zn

A molecular structure, C4H6O3Zn in a non-equilibrium geometry (wB97M-V/def2-TZVPD, the Open Molecules 2025 dataset).

Results
frontier orbital gap = 3.292 eV
HOMO level = -16.35 eV

```
! RIJCOSX wB97M-V def2-TZVPD def2/J DEFGRID3
* xyz 2 1
C -4.025 1.373 0.031
C -2.903 1.778 0.230
H -5.000 0.954 -0.159
H -0.195 1.184 -0.099
H -2.155 2.507 0.519
Zn 2.680 1.999 -0.194
O 2.681 0.130 -0.042
C 1.452 0.033 -0.108
O 0.814 1.198 -0.152
O 0.733 -1.017 -0.103
C 1.380 -2.309 0.002
H 0.563 -3.033 -0.007
H 2.038 -2.446 -0.861
H 1.937 -2.352 0.942
*
```

natural (NBO) atomic charge list, values in e, 5 entries: -0.08, -0.40, 0.27, 0.61, 0.22

---

Record 2
# C4H6O4

2 unconnected molecules or ions with the total composition C4H6O4 in a non-equilibrium geometry (wB97M-V/def2-TZVPD, the Open Molecules 2025 dataset).

Results
expectation value of S² = 0.758
frontier orbital gap (alpha / beta) = 7.412 / 4.126 eV
HOMO level (alpha / beta) = -3.93 / -3.93 eV

```
! RIJCOSX wB97M-V def2-TZVPD def2/J DEFGRID3
* xyz -1 2
C 0.480 -1.308 1.823
C -0.022 -2.003 0.590
O 0.722 -2.350 -0.337
O -1.181 -2.500 0.516
H 1.360 -1.831 2.195
H -0.287 -0.960 2.500
H 0.980 -0.401 1.406
C -0.532 1.260 -1.740
C -0.039 2.083 -0.522
O -0.174 1.565 0.605
O 0.322 3.265 -0.790
H 0.385 0.716 -2.035
H -0.595 1.799 -2.697
H -1.420 0.666 -1.515
*
```

natural (NBO) atomic charge list, values in e, 5 entries: -0.77, 0.76, -0.44, -0.35, 0.23

---

Record 3
# C4H6O4

C4H6O4 in the gas phase in a non-equilibrium geometry (wB97M-V/def2-TZVPD, the Open Molecules 2025 dataset).

Results
frontier orbital gap = 9.364 eV
HOMO level = -9.31 eV

```
! RIJCOSX wB97M-V def2-TZVPD def2/J DEFGRID3
* xyz 0 1
O 0.640 -0.508 1.835
C 0.477 -1.119 0.793
C 1.164 -0.853 -0.570
C 0.901 0.573 -0.783
O 1.557 1.530 -0.963
C -0.812 0.851 -0.221
O -0.885 1.518 0.983
O -1.783 -0.153 -0.419
H 0.072 -2.141 0.792
H 0.585 -1.412 -1.314
H 2.228 -1.098 -0.583
H -1.000 1.632 -0.975
H -0.495 0.935 1.675
H -2.648 0.245 -0.250
*
```

natural (NBO) atomic charge list, values in e, 5 entries: -0.54, 0.48, -0.64, 0.62, -0.48

---

Record 4
# C4H6O4

C4H6O4 in the gas phase in a non-equilibrium geometry (wB97M-V/def2-TZVPD, the Open Molecules 2025 dataset).

Results
frontier orbital gap = 9.692 eV
HOMO level = -8.98 eV

```
! RIJCOSX wB97M-V def2-TZVPD def2/J DEFGRID3
* xyz 0 1
C 0.312 1.891 -0.042
C -0.265 0.524 0.211
C -1.252 0.304 1.021
O -2.097 0.064 1.787
C 0.295 -0.616 -0.623
O -0.294 -0.610 -1.876
O 0.022 -1.899 -0.091
O 0.710 -2.101 1.124
H 0.202 2.142 -1.096
H -0.201 2.637 0.558
H 1.371 1.899 0.210
H 1.394 -0.482 -0.690
H -0.203 -1.491 -2.262
H 0.006 -2.262 1.770
*
```

natural (NBO) atomic charge list, values in e, 5 entries: -0.59, -0.39, 0.73, -0.46, 0.39

---

Record 5
# C4H6O4

A molecular structure, C4H6O4 in a non-equilibrium geometry (wB97M-V/def2-TZVPD, the Open Molecules 2025 dataset).

Results
frontier orbital gap = 9.822 eV
HOMO level = -9.41 eV

```
! RIJCOSX wB97M-V def2-TZVPD def2/J DEFGRID3
* xyz 0 1
C -0.095 -1.730 -1.695
C 0.307 -0.568 -0.951
C -0.104 0.489 1.603
C -0.801 0.520 0.275
O -0.505 -2.271 -2.654
O 0.384 -1.980 -0.489
O 1.503 0.050 -1.164
O -0.969 1.726 -0.330
H -0.791 0.856 2.366
H 0.779 1.126 1.602
H 0.174 -0.531 1.861
H -1.743 -0.024 0.248
H 1.999 0.115 -0.337
H -0.139 2.222 -0.335
*
```

natural (NBO) atomic charge list, values in e, 5 entries: 0.74, 0.33, -0.68, 0.17, -0.52

---

Record 6
# C4H6O5

C4H6O5 in the gas phase in a non-equilibrium geometry (wB97M-V/def2-TZVPD, the Open Molecules 2025 dataset).

Results
frontier orbital gap = 10.569 eV
HOMO level = -10.46 eV

```
! RIJCOSX wB97M-V def2-TZVPD def2/J DEFGRID3
* xyz 0 1
O 3.137 1.237 1.793
C 2.454 1.394 0.802
O 1.643 0.426 0.404
C 0.468 0.157 1.172
C -0.761 0.194 0.302
O -0.651 -0.819 -0.698
C -1.676 -0.959 -1.522
O -2.699 -0.319 -1.491
O -1.446 -2.000 -2.310
H 3.329 1.598 0.071
H 0.357 0.907 1.967
H 0.583 -0.833 1.634
H -0.879 1.174 -0.179
H -1.642 -0.004 0.927
H -2.217 -2.153 -2.872
*
```

natural (NBO) atomic charge list, values in e, 5 entries: -0.52, 0.56, -0.50, -0.10, -0.09

---

Record 7
# C4H6O7Pb

A molecular structure, C4H6O7Pb in a non-equilibrium geometry (wB97M-V/def2-TZVPD, the Open Molecules 2025 dataset).

Results
expectation value of S² = 0.753
frontier orbital gap (alpha / beta) = 6.184 / 6.316 eV
HOMO level (alpha / beta) = -4.34 / -4.62 eV

```
! RIJCOSX wB97M-V def2-TZVPD def2/J DEFGRID3
* xyz -1 2
O 2.536 1.019 -3.156
C 2.059 1.034 -1.988
O 2.712 1.528 -1.027
O 0.886 0.453 -1.801
O -1.751 -0.038 0.619
C -1.040 -0.210 -0.573
C 0.348 0.409 -0.474
Pb 4.371 2.118 -2.495
H -1.593 0.296 -1.380
H -0.955 -1.278 -0.830
H 1.006 -0.184 0.172
H 0.281 1.427 -0.068
C -1.471 -1.206 1.858
O -1.235 -2.387 1.463
O -0.479 -0.601 2.664
H 0.057 -1.326 3.000
O -2.711 -0.912 2.412
H -3.021 -0.144 1.604
*
```

natural (NBO) atomic charge list, values in e, 5 entries: -0.78, 0.98, -0.78, -0.49, -0.74

---

Record 8
# C4H6O7Pt

A molecular structure, C4H6O7Pt in a non-equilibrium geometry (wB97M-V/def2-TZVPD, the Open Molecules 2025 dataset).

Results
expectation value of S² = 2.004
frontier orbital gap (alpha / beta) = 6.103 / 3.700 eV
HOMO level (alpha / beta) = -17.56 / -17.54 eV

```
! RIJCOSX wB97M-V def2-TZVPD def2/J DEFGRID3
* xyz 2 3
O 0.389 -1.291 0.838
C 0.250 0.033 0.536
C -0.496 0.221 -0.778
O -1.659 -0.588 -0.778
C -2.706 -0.152 -0.080
O -2.684 0.089 1.104
O -3.712 0.041 -0.909
H 0.446 -1.445 1.790
H -0.120 0.646 1.364
H 0.119 -0.126 -1.616
H -0.759 1.276 -0.908
H -4.429 0.505 -0.457
O 2.773 -1.245 -0.291
C 2.737 0.019 -0.101
O 1.632 0.646 0.317
O 3.707 0.768 -0.239
Pt 2.572 2.279 0.195
H 1.940 -1.677 0.013
*
```

natural (NBO) atomic charge list, values in e, 5 entries: -0.66, 0.36, -0.12, -0.48, 0.98

---

Record 9
# C4H6OS

2 unconnected molecules or ions with the total composition C4H6OS in a non-equilibrium geometry (wB97M-V/def2-TZVPD, the Open Molecules 2025 dataset).

Results
frontier orbital gap = 7.948 eV
HOMO level = -8.95 eV

```
! RIJCOSX wB97M-V def2-TZVPD def2/J DEFGRID3
* xyz 0 1
C -0.443 -1.517 -0.824
C 0.667 -0.753 -0.186
C -0.518 -0.032 -0.663
C -1.256 1.084 -0.724
O 2.291 0.739 1.095
S 2.187 -0.597 0.483
H -0.151 -2.038 -1.675
H -1.152 -1.969 -0.177
H 1.112 0.989 2.201
H -0.968 2.060 -0.716
H 0.463 1.031 2.302
H -2.232 1.003 -1.117
*
```

natural (NBO) atomic charge list, values in e, 5 entries: -0.44, -0.35, -0.01, -0.33, -0.89

---

Record 10
# C4H6OS

C4H6OS in the gas phase in a non-equilibrium geometry (wB97M-V/def2-TZVPD, the Open Molecules 2025 dataset).

Results
frontier orbital gap = 9.890 eV
HOMO level = -9.04 eV

```
! RIJCOSX wB97M-V def2-TZVPD def2/J DEFGRID3
* xyz 0 1
C 1.024 -1.092 -0.016
O 1.547 0.010 -0.540
C 0.894 1.196 -0.030
C -0.229 0.701 0.623
S -1.536 -0.038 -0.360
C -0.262 -0.778 0.587
H 1.803 -1.173 0.823
H 1.110 -1.997 -0.668
H 0.421 1.782 -0.876
H 1.489 1.843 0.835
H -0.698 1.063 1.415
H -0.485 -1.152 1.562
*
```

natural (NBO) atomic charge list, values in e, 5 entries: -0.08, -0.52, -0.10, -0.32, 0.12

---

Record 11
# C4H6OS

C4H6OS in the gas phase in a non-equilibrium geometry (wB97M-V/def2-TZVPD, the Open Molecules 2025 dataset).

Results
frontier orbital gap = 10.052 eV
HOMO level = -9.20 eV

```
! RIJCOSX wB97M-V def2-TZVPD def2/J DEFGRID3
* xyz 0 1
O -2.984 -0.556 0.206
C -1.832 -0.782 -0.091
C -0.739 0.281 -0.314
C 0.514 0.017 0.501
C 1.821 0.544 -0.005
S 1.626 -1.252 -0.021
H -1.419 -1.783 -0.259
H -1.156 1.269 0.023
H -0.482 0.292 -1.381
H 0.325 0.085 1.575
H 1.795 1.000 -0.971
H 2.530 0.885 0.739
*
```

natural (NBO) atomic charge list, values in e, 5 entries: -0.50, 0.45, -0.52, -0.33, -0.48

---

Record 12
# C4H6OS

C4H6OS in the gas phase in a non-equilibrium geometry (wB97M-V/def2-TZVPD, the Open Molecules 2025 dataset).

Results
frontier orbital gap = 8.502 eV
HOMO level = -8.74 eV

```
! RIJCOSX wB97M-V def2-TZVPD def2/J DEFGRID3
* xyz 0 1
S 2.087 -0.034 0.034
C 0.455 -0.039 -0.026
C -0.470 -1.173 -0.155
C -1.830 -0.596 0.228
O -1.748 0.742 -0.215
C -0.423 1.188 0.057
H -0.473 -1.401 -1.248
H -0.265 -2.084 0.428
H -1.969 -0.664 1.320
H -2.685 -1.106 -0.226
H -0.371 1.734 1.013
H -0.033 1.844 -0.747
*
```

natural (NBO) atomic charge list, values in e, 5 entries: 0.04, -0.05, -0.53, -0.06, -0.52

---

In kcal/mol, the ΔE to the lowest compared entry with this formula, charge and spin values for the records above are, in order, 16.26; 0.00; 76.91; 112.72; 85.04; 60.48; 23.21; 26.15; 138.54; 71.00; 27.76; 29.36.